# 1
Formula: C12H17FO13PbS2
Source: the Open Molecules 2025 dataset
Level of theory: wB97M-V/def2-TZVPD

Results
⟨S²⟩: 0.76
Multiplicity: 2
Total charge: -3
E_LUMO (spin up / spin down), hartree: 0.190 / 0.190

Geometry as XYZ:
```
46
Properties=species:S:1:pos:R:3:mulliken_spin:R:1
Pb 10.826 10.609 23.071 -0.009
C 13.710 9.394 25.151 0.000
O 12.510 9.001 24.418 0.001
H 14.479 9.828 24.511 0.000
H 13.690 9.945 26.091 0.000
H 14.274 8.543 25.532 0.000
C 12.867 10.905 19.976 0.000
O 12.382 10.169 21.071 0.000
H 13.452 11.762 20.312 0.000
H 13.675 10.518 19.355 0.000
H 12.055 11.247 19.334 0.000
S 8.319 10.027 20.563 -0.047
O 9.125 8.918 19.959 0.455
O 7.268 9.386 21.255 0.095
O 9.192 10.819 21.449 -0.003
O 7.854 10.810 19.414 0.102
S 9.284 7.925 23.596 -0.037
O 9.172 9.262 24.208 0.000
O 7.987 7.387 23.056 0.134
O 10.080 7.980 22.400 0.237
O 10.006 7.056 24.485 0.073
C 12.151 13.190 29.299 0.000
C 12.221 13.751 27.840 0.000
C 13.371 13.461 26.991 0.000
O 12.843 13.315 25.709 0.000
C 11.636 12.792 25.854 -0.001
O 11.100 12.223 24.895 0.001
O 11.278 12.893 27.119 0.000
H 11.154 12.922 29.648 0.000
H 12.549 13.849 30.071 0.000
H 12.788 12.306 29.314 0.000
H 11.865 14.781 27.813 0.000
H 13.839 12.521 27.282 0.000
H 14.102 14.269 26.998 0.000
F 11.897 13.001 22.538 0.001
C 12.644 14.116 22.149 0.000
C 11.960 15.200 21.698 0.000
C 12.741 16.350 21.263 0.000
C 14.118 16.243 21.227 0.000
C 14.904 15.122 21.636 0.000
C 14.091 14.147 22.186 0.000
H 10.891 15.209 21.542 0.000
H 12.319 17.213 20.768 0.000
H 14.558 17.186 20.939 0.000
H 15.978 15.014 21.681 0.000
H 14.607 13.274 22.555 0.000
```

---

# 2
Formula: C21H27CaN4O3S3
Source: the Open Molecules 2025 dataset
Level of theory: wB97M-V/def2-TZVPD

Results
Energy above the lowest of the compared OMol25 structures with the same formula, charge and spin, kJ/mol: 0.0
Total charge: -1
E_LUMO, hartree: 0.086

Geometry as XYZ:
```
59
Properties=species:S:1:pos:R:3:mulliken_charge:R:1
Ca 0.171 -0.004 -0.110 0.838
C 7.144 0.457 0.576 -0.797
O 6.645 0.482 1.895 -0.445
C 5.303 0.282 2.057 1.184
C 4.862 0.359 3.399 -1.031
C 3.530 0.195 3.646 -1.017
C 2.574 -0.032 2.625 0.148
C 1.189 -0.160 3.000 1.134
C 0.811 -0.352 4.455 -1.971
O 0.247 -0.148 2.189 -0.457
C 3.037 -0.143 1.267 0.400
O 2.282 -0.412 0.288 -0.710
C 4.436 0.031 1.030 -0.652
H 8.212 0.642 0.659 0.226
H 6.677 1.236 -0.030 0.345
H 6.972 -0.519 0.113 0.312
H 5.575 0.557 4.183 0.416
H 3.187 0.268 4.669 0.335
H 1.395 -1.134 4.936 0.418
H -0.249 -0.596 4.493 0.361
H 0.975 0.566 5.021 0.480
H 4.748 -0.029 -0.002 0.371
S 0.124 2.862 -3.988 -0.374
C 0.170 1.879 -2.653 0.300
S 0.197 0.097 -2.877 -0.506
S 0.130 2.565 -1.021 -0.467
N -2.783 -1.217 -2.050 -0.152
C -3.341 -0.544 -0.984 0.448
C -4.719 -0.566 -0.715 -1.122
C -5.190 0.189 0.331 -0.114
C -4.301 0.957 1.086 -0.937
C -2.965 0.892 0.753 -0.207
N -2.485 0.136 -0.235 0.312
H -3.437 -1.425 -2.790 0.240
H -1.924 -0.778 -2.389 -0.123
H -5.382 -1.145 -1.343 0.346
H -6.250 0.199 0.549 0.385
H -4.629 1.586 1.899 0.388
H -2.225 1.469 1.296 0.405
C -1.325 -3.202 0.409 -0.451
C -1.283 -4.743 0.281 -0.862
N 0.077 -5.202 0.008 -0.190
C 0.521 -4.626 -1.260 -0.791
C 0.407 -3.085 -1.230 -0.611
N -0.002 -2.642 0.114 1.087
C 0.960 -3.165 1.094 -0.468
C 0.953 -4.710 1.068 -0.906
H -1.601 -2.889 1.420 0.507
H -2.036 -2.766 -0.287 -0.079
H -1.925 -5.082 -0.536 0.407
H -1.632 -5.228 1.196 0.259
H -0.086 -5.048 -2.064 0.383
H 1.553 -4.940 -1.430 0.233
H -0.338 -2.720 -1.939 0.213
H 1.350 -2.593 -1.480 0.473
H 0.672 -2.783 2.076 0.132
H 1.935 -2.747 0.847 0.290
H 0.597 -5.121 2.017 0.313
H 1.958 -5.103 0.894 0.351
```

---

For reference, energy by record: -68962.7714, -85268.5487 eV.